(1)
{
  "formula": "C3H6N4O",
  "method": "the ωB97M-V functional and the def2-TZVPD basis",
  "de_lowest_kcal_mol": 98.4,
  "total_charge": 0,
  "homo_ev": -9.402,
  "symbols": ["C", "C", "C", "H", "H", "H", "H", "H", "H", "N", "N", "N", "N", "O"],
  "positions_angstrom": [[0.1485, -0.3589, -1.1307], [-0.5893, 1.5930, 0.3179], [0.1212, -0.4933, 1.4372], [1.0692, -2.0526, -2.1952], [1.0928, -2.0787, -0.5812], [-0.3490, 0.0613, -3.0170], [-0.1560, 2.3790, -0.7477], [-0.9517, 3.1681, 1.0304], [-0.5718, -0.0119, 2.4168], [0.9181, -1.4975, -1.3298], [-0.5208, 0.1941, -1.9935], [-0.2790, 0.0462, 0.2266], [-1.0514, 2.0665, 1.3648], [1.0394, -1.4468, 1.4338]]
}



(2)
{
  "formula": "C5H16NOS",
  "method": "the ωB97M-V functional and the def2-TZVPD basis",
  "de_lowest_kcal_mol": 8.6,
  "total_charge": 1,
  "homo_ev": -12.270,
  "symbols": ["C", "C", "C", "C", "S", "C", "N", "H", "H", "H", "H", "H", "H", "H", "H", "H", "H", "H", "H", "H", "H", "H", "H", "O"],
  "positions_angstrom": [[-0.3029, -0.0570, -2.4503], [-0.0543, -0.6898, -1.1002], [-0.7130, 0.0615, 0.0555], [-0.3143, -0.2653, 1.5095], [0.3926, -1.9209, 1.8225], [0.5009, -1.8604, 3.6137], [-0.6275, -2.1050, -1.2103], [0.2619, -0.6173, -3.1957], [0.0973, 0.9458, -2.4713], [-1.3296, -0.0960, -2.7895], [1.0155, -0.7827, -0.8719], [-0.6050, 1.1235, -0.1610], [-1.7828, -0.0381, -0.0457], [0.5144, 0.3876, 1.7991], [-1.1636, -0.1420, 2.1936], [-0.4327, -2.1289, 4.0512], [0.7801, -0.8362, 3.8703], [1.2490, -2.4843, 4.0229], [-0.5896, -2.5860, -0.3275], [-1.5830, -2.0095, -1.5486], [-0.0977, -2.6298, -1.8966], [2.0632, 6.6797, -1.1984], [1.1643, 6.1620, -2.2591], [1.5568, 5.8890, -1.4123]]
}



(3)
{
  "formula": "C8H12ClCuFO3",
  "method": "the ωB97M-V functional and the def2-TZVPD basis",
  "spin_multiplicity": 2,
  "total_charge": 2,
  "homo_ev": [-17.573, -17.575],
  "s2": 0.763,
  "symbols": ["C", "C", "C", "F", "C", "O", "O", "C", "C", "C", "C", "O", "Cl", "H", "H", "H", "H", "H", "H", "H", "H", "H", "H", "H", "H", "Cu"],
  "positions_angstrom": [[2.4392, 0.1691, 0.9924], [2.8145, 0.9642, -0.3911], [1.7864, 0.7101, -1.6424], [2.0001, 1.8298, -2.6108], [0.2176, 0.8646, -1.0991], [-0.0997, 2.0792, -0.5712], [-0.7687, -0.2226, -1.1997], [-1.3477, -0.5782, 0.1050], [-1.0843, -2.1748, 0.3676], [-2.9449, -0.2408, 0.2582], [-3.1921, 1.3590, -0.0013], [-3.6231, 1.7146, -1.2428], [-2.8918, 2.6385, 1.3362], [1.3578, 0.3605, 1.3971], [3.1801, 0.5544, 1.8389], [2.6122, -1.0000, 0.9308], [3.9490, 0.7016, -0.6328], [2.7591, 2.1299, -0.1462], [1.9635, -0.2897, -2.2356], [-0.7732, 0.0164, 0.9330], [-0.1804, -2.3560, 1.1083], [-2.0829, -2.6158, 0.8470], [-0.8027, -2.7516, -0.6383], [-3.2277, -0.4416, 1.4002], [-3.6301, -0.9522, -0.3849], [1.5699, -2.4686, 1.2814]]
}



(4)
{
  "formula": "C17H23BrN2O3",
  "method": "the ωB97M-V functional and the def2-TZVPD basis",
  "smiles": "CCN(CC)CCNC(=O)c1c(C)oc2cc(Br)c(OC)cc12",
  "de_lowest_kcal_mol": 0.0,
  "total_charge": 0,
  "homo_ev": -8.223,
  "symbols": ["C", "C", "N", "C", "C", "C", "C", "N", "C", "O", "C", "C", "C", "O", "C", "C", "C", "Br", "C", "O", "C", "C", "C", "H", "H", "H", "H", "H", "H", "H", "H", "H", "H", "H", "H", "H", "H", "H", "H", "H", "H", "H", "H", "H", "H", "H"],
  "positions_angstrom": [[0.7044, 1.0252, 1.8255], [1.9731, 1.8136, 1.5162], [2.7367, 1.1888, 0.4550], [4.1623, 1.4460, 0.5090], [4.9617, 0.3867, -0.2425], [2.1736, 1.3470, -0.8710], [1.8607, -0.0082, -1.5378], [0.5554, -0.5140, -1.1950], [0.3703, -1.6094, -0.4225], [1.2931, -2.2810, 0.0012], [-1.0473, -1.9488, -0.1697], [-1.4905, -3.2113, 0.1353], [-0.7454, -4.4812, 0.2876], [-2.8342, -3.2484, 0.2928], [-3.2876, -1.9871, 0.1127], [-4.6017, -1.5592, 0.2019], [-4.8280, -0.2161, 0.0039], [-6.5876, 0.4730, 0.1052], [-3.7896, 0.6966, -0.2640], [-4.1827, 1.9871, -0.4097], [-3.2109, 2.9750, -0.6383], [-2.4851, 0.2451, -0.3591], [-2.2209, -1.1149, -0.1796], [0.2361, 1.4099, 2.7284], [0.9550, -0.0214, 1.9721], [-0.0124, 1.0918, 1.0127], [1.7142, 2.8633, 1.2805], [2.5945, 1.8233, 2.4138], [4.4649, 1.4217, 1.5581], [4.4133, 2.4476, 0.1100], [6.0242, 0.5404, -0.0692], [4.6864, -0.6009, 0.1163], [4.7788, 0.4348, -1.3126], [2.8724, 1.8941, -1.5182], [1.2514, 1.9372, -0.8232], [2.5774, -0.7531, -1.1918], [1.9287, 0.0920, -2.6264], [-0.2464, -0.0426, -1.5781], [-0.9658, -4.9248, 1.2571], [-1.0483, -5.1908, -0.4818], [0.3187, -4.2798, 0.2116], [-5.4058, -2.2415, 0.4218], [-2.6841, 2.8091, -1.5842], [-2.4874, 3.0239, 0.1822], [-3.7574, 3.9148, -0.6926], [-1.6887, 0.9468, -0.5437]]
}



(5)
{
  "formula": "C18H34FN6O",
  "method": "the ωB97M-V functional and the def2-TZVPD basis",
  "de_lowest_kcal_mol": 0.0,
  "total_charge": 1,
  "homo_ev": -13.475,
  "symbols": ["C", "C", "F", "C", "C", "N", "C", "N", "O", "N", "C", "H", "H", "H", "H", "H", "H", "H", "H", "H", "H", "H", "H", "H", "C", "C", "C", "C", "N", "H", "H", "H", "H", "H", "H", "H", "C", "C", "C", "C", "N", "H", "H", "H", "H", "H", "H", "H", "C", "C", "C", "C", "N", "H", "H", "H", "H", "H", "H", "H"],
  "positions_angstrom": [[1.3950, 2.8526, -2.6732], [0.6276, 1.5445, -2.6616], [-0.6720, 1.8024, -2.2166], [1.2222, 0.4136, -1.7880], [0.4403, 0.2257, -0.4822], [1.3494, -0.2877, 0.6021], [2.3070, 0.6095, 0.8732], [2.5859, 0.9882, 2.1233], [1.5396, 1.0780, 3.0178], [2.9824, 1.1565, -0.1492], [2.7204, 0.5282, -1.4505], [2.2015, 2.8298, -3.4058], [1.7880, 3.1298, -1.6925], [0.7089, 3.6432, -2.9795], [0.5557, 1.1746, -3.6853], [1.1388, -0.5127, -2.3624], [-0.3690, -0.4821, -0.6301], [0.0737, 1.1786, -0.1017], [0.8071, -0.4871, 1.4389], [3.5132, 1.0613, 2.5107], [0.9562, 1.7772, 2.6454], [2.9850, 2.1665, -0.0958], [3.3250, 1.0192, -2.2084], [3.1037, -0.4891, -1.3648], [-3.6821, 3.6844, 0.4520], [-3.1717, 4.5096, 1.6255], [-1.7185, 4.9681, 1.4355], [-0.7943, 3.8402, 1.3900], [-0.0708, 2.9504, 1.3288], [-3.1144, 2.7587, 0.3365], [-4.7269, 3.4152, 0.5989], [-3.6095, 4.2422, -0.4830], [-3.2519, 3.9403, 2.5531], [-3.7821, 5.4039, 1.7510], [-1.4010, 5.6253, 2.2468], [-1.6092, 5.5290, 0.5049], [2.0914, -5.2819, -3.1345], [1.3315, -4.0979, -2.5527], [0.3519, -3.4743, -3.5559], [1.0408, -2.8787, -4.7005], [1.6061, -2.3678, -5.5594], [2.7096, -4.9798, -3.9811], [2.7451, -5.7272, -2.3854], [1.4023, -6.0553, -3.4778], [2.0369, -3.3341, -2.2134], [0.7591, -4.4120, -1.6781], [-0.2371, -2.6935, -3.0696], [-0.3543, -4.2309, -3.9017], [-2.0833, -0.9683, 3.5303], [-2.4617, -2.3325, 4.0935], [-1.3426, -3.3663, 3.9267], [-1.0608, -3.6403, 2.5170], [-0.8411, -3.8291, 1.4055], [-1.9121, -1.0259, 2.4523], [-2.8794, -0.2436, 3.6994], [-1.1766, -0.5850, 4.0054], [-3.3680, -2.6981, 3.6089], [-2.6838, -2.2474, 5.1578], [-1.6038, -4.3076, 4.4118], [-0.4235, -3.0106, 4.3975]]
}



(6)
{
  "formula": "C22H62N4O10",
  "method": "the ωB97M-V functional and the def2-TZVPD basis",
  "smiles": "COC[C@H](C)N.COC[C@H](C)N.COC[C@H](C)N.COC[C@H](C)N.OCCO.OCCO.OCCO",
  "de_lowest_kcal_mol": 133.8,
  "total_charge": 0,
  "homo_ev": -8.952,
  "symbols": ["C", "O", "C", "C", "C", "N", "H", "H", "H", "H", "H", "H", "H", "H", "H", "H", "H", "C", "O", "C", "C", "C", "N", "H", "H", "H", "H", "H", "H", "H", "H", "H", "H", "H", "C", "O", "C", "C", "C", "N", "H", "H", "H", "H", "H", "H", "H", "H", "H", "H", "H", "C", "O", "C", "C", "C", "N", "H", "H", "H", "H", "H", "H", "H", "H", "H", "H", "H", "O", "C", "C", "O", "H", "H", "H", "H", "H", "H", "O", "C", "C", "O", "H", "H", "H", "H", "H", "H", "O", "C", "C", "O", "H", "H", "H", "H", "H", "H"],
  "positions_angstrom": [[-4.7494, 8.7438, 4.6837], [-4.8307, 8.2890, 3.3239], [-6.1602, 8.2613, 2.8116], [-6.1266, 8.3398, 1.2597], [-7.2998, 7.7709, 0.4919], [-5.0185, 7.5155, 0.7281], [-5.5429, 8.3712, 5.3315], [-4.4044, 9.7752, 4.7562], [-3.9195, 8.2390, 5.1783], [-6.7242, 7.3776, 3.1100], [-6.7090, 9.1547, 3.1094], [-6.1064, 9.4258, 1.1692], [-7.5416, 6.8015, 0.9277], [-6.9468, 7.8156, -0.5384], [-8.2321, 8.3357, 0.4834], [-4.8021, 6.8822, 1.4845], [-4.2606, 8.1823, 0.6958], [-1.1392, 1.6444, -1.7586], [-0.1717, 0.6814, -1.8515], [1.1128, 1.0058, -1.2654], [2.3637, 0.8347, -2.1518], [2.2908, 1.6681, -3.4385], [2.5475, -0.4869, -2.5069], [-0.9494, 2.5308, -2.3638], [-1.3579, 1.9463, -0.7344], [-2.1026, 1.2881, -2.1235], [1.1647, 2.0186, -0.8660], [1.1740, 0.4257, -0.3446], [3.1596, 1.1154, -1.4621], [3.1161, 1.4657, -4.1212], [2.2180, 2.7526, -3.3571], [1.5641, 1.2296, -4.1225], [2.3746, -0.5631, -3.4990], [1.7202, -0.9730, -2.1916], [-0.5264, -7.8895, -6.0396], [-1.1311, -7.4781, -4.7996], [-0.6463, -8.0974, -3.6046], [-1.3875, -7.4957, -2.3290], [-2.8946, -7.6468, -2.2771], [-1.1309, -6.0677, -2.3287], [-1.1483, -7.5821, -6.8803], [-0.2857, -8.9460, -6.1575], [0.4045, -7.3245, -6.0878], [-0.9020, -9.1511, -3.7168], [0.4417, -8.0709, -3.5445], [-0.9076, -7.6242, -1.3588], [-3.2773, -8.6416, -2.0490], [-3.4774, -7.0773, -3.0009], [-3.2134, -6.9943, -1.4643], [-1.3679, -5.8501, -3.2861], [-1.8782, -5.5780, -1.8577], [-1.3388, -3.6553, 6.5865], [-2.0043, -4.9147, 6.6125], [-2.0572, -5.5863, 7.8348], [-2.2554, -7.1373, 7.6994], [-2.3831, -7.8371, 9.0410], [-1.2664, -7.6532, 6.8317], [-0.2498, -3.6919, 6.5555], [-1.6336, -2.9581, 7.3707], [-1.5225, -3.0649, 5.6889], [-1.1655, -5.3325, 8.4079], [-2.9023, -5.2990, 8.4604], [-3.1323, -7.3425, 7.0854], [-2.4404, -8.9170, 8.9044], [-3.3131, -7.4504, 9.4579], [-1.6052, -7.6610, 9.7839], [-1.1064, -6.9178, 6.1581], [-0.4911, -7.7758, 7.4672], [10.0313, 6.5732, -2.2431], [8.7903, 5.7898, -2.3714], [7.5933, 6.6181, -1.8662], [7.6661, 7.0397, -0.4950], [10.0609, 7.2749, -2.8975], [8.7532, 5.4249, -3.3979], [9.0094, 4.8840, -1.8060], [6.6806, 6.0228, -1.8932], [7.4548, 7.5581, -2.4004], [8.3934, 7.6537, -0.3699], [12.7796, 1.3530, -6.4840], [12.0731, 0.4642, -7.2742], [10.8144, 1.1981, -7.7480], [11.1448, 2.3054, -8.6419], [12.8522, 2.2572, -6.7980], [12.7872, 0.2037, -8.0554], [11.8772, -0.5063, -6.8183], [10.0848, 1.3778, -6.9584], [10.2228, 0.5247, -8.3681], [11.3906, 1.9357, -9.4931], [-6.4218, 1.0913, 3.2714], [-7.0699, 0.2621, 2.3185], [-6.3298, -1.1406, 2.2747], [-6.6117, -1.9206, 3.5145], [-6.8304, 1.9498, 3.4036], [-8.1392, 0.2412, 2.5289], [-6.9773, 0.8076, 1.3794], [-5.2746, -0.8715, 2.2281], [-6.4414, -1.6477, 1.3163], [-5.8786, -1.8794, 4.1329]]
}



(7)
{
  "formula": "CH3O3S",
  "method": "the ωB97M-V functional and the def2-TZVPD basis",
  "smiles": "O=[S@@H]([O-])=CO",
  "de_lowest_kcal_mol": 100.3,
  "total_charge": -1,
  "homo_ev": -3.058,
  "symbols": ["O", "S", "O", "C", "O", "H", "H", "H"],
  "positions_angstrom": [[-1.0063, -1.1483, 1.4575], [-0.1458, -0.2362, 0.7291], [1.5285, -0.7480, 0.5634], [-0.6640, -0.0056, -0.9186], [0.4578, 0.5179, -1.5973], [0.1097, 0.8185, 1.7859], [-1.4543, 0.7600, -0.8933], [1.1743, 0.0418, -1.1268]]
}



(8)
{
  "formula": "C24H23F6N8O9RuS5",
  "method": "the ωB97M-V functional and the def2-TZVPD basis",
  "spin_multiplicity": 2,
  "de_lowest_kcal_mol": 41.3,
  "total_charge": 0,
  "homo_ev": [-8.584, -8.618],
  "s2": 0.755,
  "symbols": ["Ru", "N", "C", "N", "C", "C", "S", "C", "C", "S", "C", "N", "N", "H", "H", "H", "H", "H", "H", "C", "C", "C", "C", "C", "C", "C", "S", "O", "O", "N", "C", "C", "O", "O", "H", "H", "H", "H", "H", "H", "H", "H", "H", "O", "H", "H", "F", "C", "F", "F", "S", "O", "O", "N", "S", "O", "O", "C", "F", "F", "F", "N", "C", "N", "C", "C", "C", "C", "C", "C", "H", "H", "H", "H", "H", "H"],
  "positions_angstrom": [[0.4983, 0.3925, 0.0706], [-2.2889, -0.7410, 2.1333], [-1.9314, -1.4586, 1.0654], [-0.8765, -1.2494, 0.3080], [-0.6872, -2.2966, -0.5863], [-1.6249, -3.2582, -0.5735], [-2.7950, -2.9080, 0.6476], [0.5243, -2.1861, -1.3946], [1.1450, -3.0798, -2.1826], [2.5474, -2.3517, -2.8989], [2.2162, -0.8699, -2.0651], [1.1392, -0.9473, -1.3193], [2.9362, 0.2435, -2.2067], [-1.7976, 0.1182, 2.3372], [-3.2120, -0.8380, 2.5167], [-1.6969, -4.1342, -1.1951], [0.8748, -4.1027, -2.3806], [3.7710, 0.2497, -2.7610], [2.6572, 1.0477, -1.6374], [2.7440, -6.6687, 0.5080], [2.5677, -5.2710, 1.0383], [3.6533, -4.3915, 1.0818], [3.4985, -3.0910, 1.5201], [2.2446, -2.6514, 1.9340], [1.1615, -3.5109, 1.9177], [1.3301, -4.8177, 1.4734], [2.0237, -0.9351, 2.3230], [2.8209, -0.6093, 3.4720], [0.5758, -0.7764, 2.4606], [2.4035, -0.1787, 0.9813], [3.4205, 0.8668, 0.9964], [2.7793, 2.1679, 0.5124], [3.1257, 3.2766, 0.8201], [1.8290, 1.9259, -0.3841], [3.6268, -7.1450, 0.9357], [2.8758, -6.6583, -0.5765], [1.8787, -7.2905, 0.7346], [4.6306, -4.7363, 0.7633], [4.3434, -2.4130, 1.5435], [0.1957, -3.1568, 2.2543], [0.4797, -5.4903, 1.4633], [4.2034, 0.6089, 0.2743], [3.8745, 0.9975, 1.9759], [0.6909, 1.9476, 2.0237], [0.3528, 1.5017, 2.8095], [0.6150, 2.9064, 2.1913], [-4.3018, 3.0757, -0.1866], [-4.1478, 2.7214, 1.0952], [-4.7229, 3.6335, 1.8643], [-4.7557, 1.5474, 1.2824], [-2.3614, 2.5492, 1.4994], [-1.9447, 1.4889, 0.6020], [-2.3219, 2.2512, 2.9077], [-1.7364, 3.8929, 1.0399], [-1.3433, 5.0829, 2.0318], [-0.1144, 4.7946, 2.7242], [-2.4372, 5.6660, 2.7422], [-0.8885, 6.2793, 0.7060], [0.1753, 5.8492, 0.0294], [-0.6091, 7.4527, 1.2585], [-1.8995, 6.4392, -0.1546], [-1.7630, 3.0166, -2.0419], [-0.6596, 2.6069, -1.4146], [-0.3581, 1.3473, -1.6752], [-1.3711, 0.8935, -2.5328], [-1.5536, -0.3192, -3.1919], [-2.6525, -0.4454, -4.0207], [-3.5556, 0.6076, -4.2145], [-3.3716, 1.8271, -3.5928], [-2.2673, 1.9414, -2.7606], [-2.1834, 3.9219, -1.9110], [-0.0669, 3.2400, -0.7746], [-0.8606, -1.1387, -3.0752], [-2.8139, -1.3792, -4.5437], [-4.4039, 0.4666, -4.8709], [-4.0543, 2.6522, -3.7472]]
}